# C20H27N8O3S2W

A structure of composition C20H27N8O3S2W (the ωB97M-V functional and the def2-TZVPD basis, OMol25).

Each line ends with the Löwdin spin population.
Element x y z (Å)
W -0.39924 -0.19002 0.99039  1.64
C -2.98490 1.24378 1.98683  0.01
C -2.48472 1.91641 0.71182  0.02
N -0.98702 1.91632 0.70561  0.02
C -0.41499 2.79618 1.78869  0.00
C 0.83874 2.19026 2.38819  0.00
N 0.65097 0.72746 2.69983  0.00
C 0.00540 0.38927 4.00253  0.00
C -1.49448 0.56334 3.89880  0.00
N -1.99404 0.22065 2.51564  0.01
H -3.93034 0.74227 1.79335  0.00
H -3.16949 1.96746 2.77571  0.00
H -2.87376 2.93264 0.63686  0.00
H -2.81101 1.37626 -0.17555  0.00
H -0.67600 2.26753 -0.19877  0.00
H -1.18614 2.94165 2.54112  0.00
H -0.18901 3.77954 1.37913  0.00
H 1.13150 2.73547 3.28583  0.00
H 1.66017 2.24557 1.67640  0.00
H 1.58931 0.33094 2.72837  0.00
H 0.41872 1.01168 4.79642  0.00
H 0.26803 -0.64545 4.21842  0.00
H -1.79201 1.58290 4.12619  0.00
H -1.99595 -0.07785 4.62176  0.00
H -2.52045 -0.65136 2.56991  0.01
N 4.11796 2.60661 -5.25225  0.00
C 3.46658 1.91898 -4.30795  0.00
C 2.19988 1.34765 -4.57575  0.00
C 1.53858 0.62994 -3.62034  0.00
C 2.12300 0.47771 -2.34852  0.00
C 3.38258 1.04617 -2.05404  0.00
C 4.03503 1.75370 -3.02133  0.00
S 1.43869 -0.50805 -1.18516  0.01
O 1.87182 -1.86821 -1.18604  0.00
O 1.56610 0.18300 0.18577  0.04
N -0.21396 -0.43185 -1.13217  0.03
C -0.97821 -1.35736 -1.81167  0.01
N -2.04476 -1.78218 -1.11380  0.00
C -2.95897 -2.62149 -1.67480  0.00
C -2.74214 -3.05544 -2.94511  0.00
C -1.57619 -2.60840 -3.58683  0.00
N -0.71341 -1.75830 -3.03457  0.00
H 3.73405 2.72506 -6.17462  0.00
H 5.02374 3.00948 -5.07995  0.00
H 1.75734 1.47366 -5.55541  0.00
H 0.58654 0.17756 -3.85548  0.00
H 3.84490 0.92665 -1.08278  0.00
H 5.00210 2.18966 -2.80631  0.00
H -3.79769 -2.89699 -1.04946  0.00
H -3.43451 -3.72652 -3.43195  0.00
H -1.33747 -2.94733 -4.58874  0.00
O -3.11012 -1.66875 0.90397  0.06
C -2.13483 -1.31186 0.30671  0.03
S 1.96783 -3.96047 2.34327  0.02
C 0.30174 -4.31736 2.39984  0.00
C -0.42274 -3.22797 2.06831  0.01
N 0.34533 -2.11950 1.71455  0.03
C 1.63745 -2.41816 1.79919  0.03
H -0.06255 -5.28763 2.70046  0.00
H -1.49881 -3.16970 2.07049  0.00
H 2.42582 -1.73522 1.51896  0.00

Force components x, y, z for each atom (eV/Å):
W 0.5041 0.5141 -0.0112
C 0.0246 -0.1755 0.1156
C 0.2200 0.0616 -0.0290
N -0.0146 0.0542 0.0878
C -0.1487 -0.0236 -0.1566
C -0.0530 -0.1755 0.0355
N 0.0996 0.1785 -0.0188
C 0.1404 0.0409 -0.1713
C -0.1820 -0.0826 -0.0481
N 0.0492 0.0240 -0.1428
H -0.0128 0.0027 -0.0277
H -0.0293 0.0391 -0.0193
H -0.0077 0.0292 0.0271
H 0.0061 -0.0025 -0.0401
H 0.0169 -0.0074 0.0056
H 0.0174 0.0044 0.0131
H 0.0071 0.0324 0.0177
H 0.0048 -0.0047 0.0325
H 0.0244 0.0050 -0.0155
H -0.0011 0.0040 0.0102
H -0.0239 -0.0138 0.0627
H -0.0191 -0.0355 -0.0126
H 0.0452 0.0275 0.0025
H 0.0008 0.0343 0.0562
H -0.0272 0.0262 0.0668
N -0.0492 -0.0134 0.0387
C 0.1071 0.0827 -0.1198
C -0.0290 0.0079 -0.0586
C 0.1533 0.0065 0.1040
C 0.1374 0.5369 -0.2575
C -0.1135 -0.0381 -0.1629
C 0.0566 0.0249 0.0505
S -0.2165 -0.2815 0.4663
O 0.0189 0.2108 0.0730
O -0.2582 -0.4862 0.0406
N -0.2818 -0.6036 -0.0801
C 0.3659 0.4261 0.0970
N -0.3021 -0.0892 0.2662
C 0.0635 0.0840 0.0977
C 0.0128 -0.0246 -0.0781
C 0.0632 0.0103 -0.0388
N -0.0861 -0.0878 -0.0644
H -0.0008 -0.0127 0.0065
H -0.0065 -0.0190 0.0106
H 0.0067 0.0012 0.0119
H -0.0224 -0.0221 0.0342
H -0.0455 -0.0339 0.0155
H -0.0119 0.0001 -0.0118
H -0.0037 0.0092 0.0108
H 0.0220 0.0034 -0.0118
H 0.0122 0.0123 0.0075
O -0.0705 -0.0250 0.0482
C -0.1906 -0.2276 -0.2736
S 0.1327 -0.3409 -0.1774
C -0.0244 -0.0017 0.2549
C 0.0893 0.2364 -0.0699
N -0.0827 -0.2315 -0.2062
C -0.0341 0.2769 0.1116
H 0.0113 0.0301 0.0345
H -0.0155 0.0046 -0.0392
H -0.0487 0.0176 0.0300

As for the multiplicity: 3. Its orbital gap (spin up / spin down) is 0.232 / 0.199 Eh. Its total charge is +3. As for the total energy: -2304.69683 Ha.